[1]
# C20H29BF2N12SSr

C20H29BF2N12SSr as an isolated structure at a distorted geometry (wB97M-V/def2-TZVPD, the OMol25 dataset).

```
! wB97M-V def2-TZVPD RIJCOSX def2/J DEFGRID3
* xyz 0 1
Sr -0.316 -0.179 0.265
C 6.475 0.732 1.570
C 4.980 0.655 1.754
N 4.257 0.030 0.705
C 3.116 0.589 0.225
S 2.821 -0.157 -1.393
N 2.612 1.654 0.758
N 1.285 1.816 0.771
C 0.945 3.033 0.409
C 2.039 3.937 -0.100
C -0.469 3.409 0.509
C -1.053 4.744 0.247
C -2.384 4.948 0.491
C -3.212 3.880 0.833
C -2.595 2.626 0.935
N -1.311 2.374 0.684
H 6.865 0.349 2.533
H 6.801 1.724 1.404
H 6.812 0.016 0.763
H 4.456 1.671 1.883
H 4.753 0.076 2.663
H 4.784 -0.476 -0.038
H 1.769 4.758 -0.730
H 2.716 3.284 -0.707
H 2.689 4.338 0.699
H -0.414 5.576 -0.084
H -2.835 5.920 0.336
H -4.282 3.963 0.886
H -3.233 1.765 1.177
N 0.385 -2.863 -0.484
C 0.515 -3.652 0.724
C 1.247 -2.878 1.821
N 0.498 -1.734 2.390
H -0.337 -3.332 -1.070
H 1.249 -2.784 -1.074
H 1.109 -4.536 0.608
H -0.523 -3.899 1.100
H 2.230 -2.534 1.435
H 1.437 -3.643 2.648
H 1.011 -1.086 2.960
H -0.298 -2.108 2.920
N -2.957 -0.934 2.595
C -3.357 -1.364 1.378
N -4.391 -2.218 1.456
C -4.758 -2.760 0.298
N -5.849 -3.572 0.311
N -4.133 -2.504 -0.878
C -3.106 -1.631 -0.837
N -2.643 -1.036 0.308
C -2.360 -1.331 -2.066
C -2.607 -2.086 -3.202
C -2.091 -1.595 -4.412
C -1.238 -0.529 -4.384
C -0.934 0.057 -3.168
N -1.500 -0.328 -2.016
H -3.499 -1.147 3.391
H -2.159 -0.266 2.713
H -6.131 -3.917 1.247
H -6.044 -4.205 -0.431
H -3.294 -2.928 -3.065
H -2.414 -2.002 -5.374
H -0.868 -0.091 -5.288
H -0.148 0.855 -3.112
F 3.811 2.147 -2.386
B 3.249 0.952 -2.661
F 2.827 0.425 -3.843
*
```

Properties
LUMO level (alpha / beta) = 0.00128 / 0.00143 hartree
Energy relative to the best compared isomer or geometry (same formula, charge and spin) = 230.46 kJ/mol

Results of the natural (NBO) charge analysis, in e, for atoms 1 through 6:
1. Sr 1.78
2. C -0.62
3. C -0.24
4. N -0.62
5. C 0.23
6. S -0.12



[2]
# C20H29BN

A 2-piece molecular cluster, C20H29BN overall at a distorted geometry (wB97M-V/def2-TZVPD, the OMol25 dataset).

```
! wB97M-V def2-TZVPD RIJCOSX def2/J DEFGRID3
* xyz 1 1
C 0.578 -0.402 -6.769
C 0.380 -0.442 -5.291
C 0.857 -1.540 -4.570
C 0.703 -1.602 -3.193
C 0.125 -0.537 -2.486
C -0.006 -0.697 -0.980
C -0.600 0.457 -0.211
C -1.218 0.304 0.993
C -1.918 1.372 1.685
C -2.209 1.274 3.067
C -2.822 2.318 3.745
C -3.187 3.489 3.068
C -3.847 4.593 3.819
C -2.926 3.595 1.695
C -2.298 2.561 1.012
C -0.380 0.559 -3.206
C -0.227 0.614 -4.592
H 0.204 0.514 -7.222
H 1.630 -0.479 -7.051
H 0.085 -1.248 -7.251
H 1.351 -2.349 -5.107
H 1.012 -2.504 -2.657
H -0.661 -1.570 -0.755
H -0.519 1.467 -0.661
H -1.210 -0.679 1.488
H -1.904 0.369 3.593
H -3.043 2.225 4.810
H -4.104 5.419 3.158
H -4.762 4.258 4.309
H -3.198 4.965 4.615
H -3.241 4.493 1.164
H -2.076 2.664 -0.052
H -0.920 1.344 -2.667
H -0.575 1.490 -5.130
C 3.788 -2.580 2.097
N 2.444 -2.148 1.622
C 1.503 -3.278 1.856
C 2.021 -1.023 2.508
B 2.657 -1.808 0.130
H 0.981 -0.982 -0.607
H 3.697 -2.863 3.149
H 4.110 -3.427 1.487
H 4.483 -1.745 1.971
H 1.527 -3.488 2.928
H 0.491 -3.003 1.552
H 1.839 -4.144 1.286
H 2.005 -1.431 3.524
H 2.746 -0.211 2.442
H 1.026 -0.665 2.234
H 3.198 -0.747 -0.001
H 2.410 -2.751 -0.549
*
```

Properties
LUMO level = -0.15077 hartree

Results of the natural (NBO) charge analysis, in e, for atoms 1 through 6:
1. C -0.64
2. C 0.00
3. C -0.20
4. C -0.22
5. C 0.03
6. C -0.41



[3]
# C20H29Br2F5INO8PS3

C20H29Br2F5INO8PS3 as an isolated structure at a distorted geometry (wB97M-V/def2-TZVPD, the OMol25 dataset).

```
! wB97M-V def2-TZVPD RIJCOSX def2/J DEFGRID3
* xyz 1 1
C 1.059 2.707 2.969
C 1.013 1.885 2.129
C 1.041 0.798 1.156
C 2.411 0.944 0.454
C 2.771 2.335 -0.043
O 2.484 2.748 -1.110
Br 3.873 3.464 1.098
C 1.064 -0.580 1.970
S 2.257 -1.832 1.382
P 1.592 -0.438 3.823
O 3.021 0.294 3.678
Br 2.092 -2.532 4.431
C -0.448 -1.235 1.762
O -0.889 -1.452 3.057
S -0.264 -2.930 1.170
N -1.334 -0.273 0.937
C -2.129 -0.814 -0.245
C -3.550 -1.371 -0.063
C -3.673 -2.694 0.694
I -3.266 -4.371 -0.536
S -2.556 0.606 1.989
O -3.265 1.454 1.102
O -3.360 -0.379 2.620
C -2.010 1.671 3.409
F -1.051 1.182 4.185
F -1.716 2.917 3.030
C -3.300 1.799 4.367
F -3.020 2.875 5.130
F -3.395 0.750 5.173
F -4.415 2.053 3.693
C -0.236 0.615 0.241
C -0.630 2.017 -0.150
O -1.681 2.093 -1.097
O -1.379 3.207 -1.942
O 0.315 -0.209 -0.737
C 0.382 0.238 -2.103
C 1.052 -0.872 -2.930
C 0.135 -1.163 -4.122
C 2.489 -0.444 -3.372
C 3.450 -1.591 -2.991
C 2.643 -0.147 -4.853
H 1.237 3.500 3.656
H 3.159 0.723 1.204
H 2.610 0.288 -0.382
H 2.352 -1.646 0.054
H 3.706 -0.261 3.272
H -1.306 -2.322 3.147
H -0.225 -2.935 -0.167
H -2.198 -0.058 -1.016
H -1.616 -1.637 -0.720
H -4.274 -0.652 0.297
H -3.849 -1.610 -1.081
H -4.701 -2.771 1.024
H -3.088 -2.696 1.603
H 0.243 2.497 -0.587
H -0.901 2.645 0.697
H -1.627 2.875 -2.815
H 0.937 1.160 -2.252
H -0.624 0.374 -2.488
H 1.086 -1.789 -2.345
H 0.548 -1.909 -4.789
H -0.825 -1.504 -3.738
H -0.069 -0.266 -4.698
H 2.792 0.452 -2.835
H 4.391 -1.538 -3.526
H 3.645 -1.529 -1.921
H 2.947 -2.531 -3.194
H 2.511 -1.027 -5.476
H 1.933 0.591 -5.219
H 3.632 0.249 -5.059
*
```

Properties
LUMO level = -0.15387 hartree

Results of the natural (NBO) charge analysis, in e, for atoms 1 through 6:
1. C -0.10
2. C -0.15
3. C -0.08
4. C -0.56
5. C 0.55
6. O -0.51



[4]
# C20H29Cl2F4N3OS3Sc

C20H29Cl2F4N3OS3Sc as an isolated structure at a distorted geometry (wB97M-V/def2-TZVPD, the OMol25 dataset).

```
! wB97M-V def2-TZVPD RIJCOSX def2/J DEFGRID3
* xyz 1 1
Sc -0.129 -0.969 0.162
C 1.778 5.034 -0.380
C 1.188 4.126 0.686
N 0.273 3.138 0.067
C 0.564 2.187 -0.717
C 1.931 0.566 -1.047
C -1.243 3.152 0.210
C -1.848 1.902 1.127
N -0.947 0.709 1.303
C -0.695 0.360 2.626
C 0.589 -0.087 2.943
F 1.490 -0.021 1.916
C 0.952 -0.503 4.205
F 2.189 -0.943 4.427
C 0.039 -0.440 5.239
C -1.225 0.050 4.966
F -2.123 0.135 5.947
C -1.599 0.434 3.691
F -2.872 0.822 3.479
H 2.573 5.639 0.052
H 1.021 5.693 -0.803
H 2.199 4.431 -1.186
H 0.587 4.673 1.408
H 1.965 3.570 1.211
H 1.337 1.993 -2.250
H -0.004 0.652 -0.864
H 2.536 1.144 -0.336
H 1.289 0.920 -2.794
H 2.504 -0.358 -1.094
H -1.672 3.114 -0.788
H -1.451 4.129 0.646
H -2.791 1.584 0.681
H -2.045 2.372 2.085
H 0.298 -0.761 6.237
Cl 0.209 -0.551 -2.222
C -0.487 1.721 -2.542
Cl 0.657 1.063 -1.712
H -1.452 1.342 -2.880
H -0.516 2.734 -2.954
C -0.898 -5.162 0.618
C -0.808 -5.121 -0.905
S -0.432 -3.473 -1.612
C -2.002 -3.028 -2.423
C -3.134 -2.689 -1.469
S -2.762 -1.277 -0.361
C -3.249 -1.952 1.262
C -2.246 -2.928 1.869
S -2.509 -4.635 1.276
H -0.121 -4.556 1.076
H -0.790 -6.194 0.951
H -1.726 -5.485 -1.363
H 0.026 -5.745 -1.228
H -2.303 -3.857 -3.064
H -1.727 -2.175 -3.043
H -3.358 -3.534 -0.824
H -4.022 -2.408 -2.034
H -4.225 -2.421 1.138
H -3.370 -1.073 1.897
H -2.374 -2.958 2.951
H -1.219 -2.633 1.652
O 3.300 -3.167 0.922
C 2.198 -2.783 0.863
N 1.048 -2.431 0.839
*
```

Properties
LUMO level (alpha / beta) = -0.13696 / -0.13569 hartree
Energy relative to the best compared isomer or geometry (same formula, charge and spin) = 3118.53 kJ/mol

Results of the natural (NBO) charge analysis, in e, for atoms 1 through 6:
1. Sc 1.34
2. C -0.62
3. C -0.20
4. N -0.44
5. C 0.09
6. C -1.11



Electronic energy across the listed records, respectively: -2090.23122 -858.81716 -8916.58423 -4292.86107 Eh.